No. 1
Molecular formula: C5H5FO2
Method: DFT, the ωB97M-V functional and the def2-TZVPD basis

Geometry as XYZ:
```
13
Properties=species:S:1:pos:R:3
C 0.96823 -0.10810 -1.81121
C 0.26601 -0.35894 -0.61722
C 1.07557 -1.07222 0.42525
O 2.50166 -0.79530 0.36739
C -0.98518 0.25906 -0.19923
O -1.67822 0.85032 -1.18081
C -1.25693 0.67001 1.22638
F 0.05324 1.12157 1.69867
H 1.88678 -0.78503 -1.66396
H 0.42644 0.64364 -2.61285
H 0.50276 -1.85055 1.24011
H -1.92714 1.60194 1.38887
H -1.83323 -0.17639 1.73861
```

- 2S+1 = 1
- HOMO energy (eV) = -10.12
- orbital gap (eV) = 8.77
- energy relative to the best compared isomer or geometry (same formula, charge and spin) (kcal/mol) = 120.2
- SMILES = C=C(C=O)C(=O)CF

---

No. 2
Molecular formula: C5H5I2NO2
Method: DFT, the ωB97M-V functional and the def2-TZVPD basis

Geometry as XYZ:
```
15
Properties=species:S:1:pos:R:3
C -1.82969 -0.74080 -0.41555
C -1.63560 0.57512 -0.07894
C 0.05036 -1.34840 0.29172
C -0.32938 0.94080 0.08735
C 1.91820 0.22641 0.01237
N 0.54860 -0.09569 0.09545
O 0.77208 -2.37931 -0.17640
O 0.28495 2.13924 0.11683
I -3.51582 -1.87964 0.14044
I -3.10722 2.05462 -0.08078
H 2.00550 1.27064 -0.34758
H 2.38852 0.11938 1.05253
H 2.60038 -0.56332 -0.57842
H 0.20796 -3.25324 -0.28820
H -0.35883 2.93417 0.16918
```

- 2S+1 = 3
- HOMO energy (spin up / spin down) (eV) = -5.86 / -8.64
- orbital gap (spin up / spin down) (eV) = 6.23 / 7.59
- energy relative to the best compared isomer or geometry (same formula, charge and spin) (kcal/mol) = 58.2

---

No. 3
Molecular formula: C5H5INO3S
Method: DFT, the ωB97M-V functional and the def2-TZVPD basis

Geometry as XYZ:
```
16
Properties=species:S:1:pos:R:3
C 1.24988 1.21196 -1.89845
C -2.13629 -0.86507 -1.65636
C -0.61138 -0.15535 0.36851
C 0.26784 1.15334 0.63568
C 0.48630 -0.87296 -1.75790
N -0.61393 -0.53092 -1.04254
O -2.05148 -1.36977 -2.72530
O 1.78733 1.65166 -2.89256
O -2.98625 -0.39597 -0.98247
S 0.59680 2.32448 -0.70030
I 2.13889 -2.08420 -0.96328
H -0.26180 -0.96455 1.11710
H -1.60981 0.19445 0.73682
H -0.24902 1.67361 1.54674
H 1.13677 0.70352 1.04144
H 0.21226 -1.15230 -2.79733
```

- charge = -1
- 2S+1 = 1
- HOMO energy (spin up / spin down) (eV) = -3.84 / -3.84
- orbital gap (spin up / spin down) (eV) = 6.46 / 6.46
- energy relative to the best compared isomer or geometry (same formula, charge and spin) (kcal/mol) = 0.0

---

No. 4
Molecular formula: C5H5N
Method: DFT, the ωB97M-V functional and the def2-TZVPD basis

Geometry as XYZ:
```
11
Properties=species:S:1:pos:R:3
C 0.44627 1.09901 0.65530
C 0.50122 -1.29819 -0.28689
C -0.85655 0.84163 1.09733
C -0.77986 -1.48931 0.13740
C 0.30879 0.12658 -0.35158
N -1.09241 -0.04968 0.11423
H 1.15135 1.76789 0.99835
H 1.22747 -1.93423 -0.67377
H -1.66893 0.98697 1.89900
H -1.27397 -2.41026 0.25356
H 2.16916 0.04375 -2.63495
```

- 2S+1 = 1
- HOMO energy (spin up / spin down) (eV) = -7.88 / -9.01
- orbital gap (spin up / spin down) (eV) = 8.00 / 8.33
- energy relative to the best compared isomer or geometry (same formula, charge and spin) (kcal/mol) = 207.6

---

No. 5
Molecular formula: C5H5N
Method: DFT, the ωB97M-V functional and the def2-TZVPD basis

Geometry as XYZ:
```
11
Properties=species:S:1:pos:R:3
C -0.11615 1.02526 0.31801
C 1.04751 0.07731 0.30708
C 0.38914 0.40423 -0.97611
N -0.77540 -0.65902 -0.95885
C -1.13084 -0.13242 0.38320
C -0.03183 -1.10858 0.22837
H -0.17944 2.07551 0.54753
H 2.00690 -0.01945 0.78774
H 0.75381 0.75223 -1.92420
H -2.10350 -0.26675 0.83686
H 0.14323 -2.14824 0.45072
```

- 2S+1 = 1
- HOMO energy (eV) = -8.94
- orbital gap (eV) = 10.19
- energy relative to the best compared isomer or geometry (same formula, charge and spin) (kcal/mol) = 128.0

---

No. 6
Molecular formula: C5H5N
Method: DFT, the ωB97M-V functional and the def2-TZVPD basis

Geometry as XYZ:
```
11
Properties=species:S:1:pos:R:3
C -2.06018 0.01124 0.32132
C -0.94600 -0.75091 0.15434
N 0.37959 -0.24468 0.10279
C 1.19407 0.67019 0.72021
C 1.50774 -1.03642 -0.04220
C 2.39892 0.15201 -0.00998
H -2.97352 -0.49715 0.29435
H -2.24912 1.06180 0.38522
H -0.91931 -1.83621 0.03507
H 2.76458 0.61503 -0.99422
H 3.33674 -0.00738 0.56530
```

- 2S+1 = 1
- HOMO energy (eV) = -7.92
- orbital gap (eV) = 7.91
- energy relative to the best compared isomer or geometry (same formula, charge and spin) (kcal/mol) = 154.9
- SMILES = C=CN1C2=C1C2

---

Repeat the first record exactly.
Molecular formula: C5H5FO2
Method: DFT, the ωB97M-V functional and the def2-TZVPD basis

Geometry as XYZ:
```
13
Properties=species:S:1:pos:R:3
C 0.96823 -0.10810 -1.81121
C 0.26601 -0.35894 -0.61722
C 1.07557 -1.07222 0.42525
O 2.50166 -0.79530 0.36739
C -0.98518 0.25906 -0.19923
O -1.67822 0.85032 -1.18081
C -1.25693 0.67001 1.22638
F 0.05324 1.12157 1.69867
H 1.88678 -0.78503 -1.66396
H 0.42644 0.64364 -2.61285
H 0.50276 -1.85055 1.24011
H -1.92714 1.60194 1.38887
H -1.83323 -0.17639 1.73861
```

- 2S+1 = 1
- HOMO energy (eV) = -10.12
- orbital gap (eV) = 8.77
- energy relative to the best compared isomer or geometry (same formula, charge and spin) (kcal/mol) = 120.2
- SMILES = C=C(C=O)C(=O)CF

---

- Which formula does entry 4 have?
  C5H5N